{
  "formula": "C41H58BF9N3O7PS",
  "method": "wB97M-V/def2-TZVPD",
  "species": ["C", "C", "C", "C", "C", "C", "C", "C", "O", "C", "C", "C", "N", "C", "C", "C", "F", "F", "C", "F", "F", "C", "F", "F", "C", "F", "F", "F", "C", "C", "C", "C", "C", "C", "C", "C", "C", "C", "C", "C", "P", "O", "O", "O", "C", "B", "O", "C", "C", "C", "S", "H", "H", "H", "H", "H", "H", "H", "H", "H", "H", "H", "H", "H", "H", "H", "H", "H", "H", "H", "H", "H", "H", "H", "H", "H", "H", "H", "H", "H", "H", "H", "H", "H", "H", "H", "H", "C", "O", "C", "C", "C", "N", "H", "H", "H", "H", "H", "H", "H", "H", "H", "H", "H", "C", "O", "C", "C", "C", "N", "H", "H", "H", "H", "H", "H", "H", "H", "H", "H", "H"],
  "coordinates": [[-7.074, 1.692, 8.070], [-5.511, 1.662, 7.813], [-5.038, 0.532, 6.820], [-4.007, 1.143, 5.793], [-2.966, 2.106, 6.186], [-2.020, 2.646, 5.204], [-0.930, 3.654, 5.683], [-0.649, 3.565, 7.250], [0.416, 4.480, 7.544], [-2.149, 2.218, 3.819], [-3.181, 1.262, 3.342], [-4.078, 0.742, 4.378], [-3.237, 0.917, 1.939], [-4.422, 0.133, 1.567], [-5.639, 1.176, 1.468], [-7.029, 0.553, 1.785], [-7.972, 1.560, 1.518], [-7.149, 0.308, 3.151], [-7.448, -0.680, 0.884], [-6.650, -0.833, -0.237], [-8.720, -0.426, 0.374], [-7.559, -2.067, 1.629], [-7.462, -3.043, 0.639], [-6.510, -2.326, 2.486], [-8.937, -2.336, 2.359], [-9.504, -1.237, 2.925], [-8.690, -3.238, 3.378], [-9.873, -2.921, 1.563], [-2.002, 0.406, 1.418], [-1.811, -0.870, 0.726], [-0.506, -1.304, 0.192], [-0.516, -2.695, -0.535], [0.444, -3.745, 0.107], [0.888, -4.844, -0.774], [1.811, -5.886, -0.363], [2.323, -5.852, 1.008], [1.894, -4.770, 1.899], [2.535, -4.789, 3.348], [0.958, -3.713, 1.469], [0.714, -0.469, 0.337], [2.335, -0.990, -0.355], [2.212, -1.975, -1.501], [3.305, -1.761, 0.764], [3.236, 0.286, -0.957], [0.529, 0.813, 1.078], [1.753, 1.846, 1.383], [2.352, 1.704, 2.664], [2.247, 2.965, 0.347], [3.815, 3.211, 0.570], [-0.776, 1.234, 1.586], [-1.007, 2.802, 2.506], [-7.216, 2.212, 9.065], [-7.609, 2.348, 7.325], [-7.544, 0.684, 8.174], [-5.016, 1.615, 8.824], [-5.247, 2.676, 7.397], [-5.924, 0.194, 6.204], [-4.639, -0.385, 7.324], [-2.974, 2.394, 7.268], [0.010, 3.416, 5.102], [-1.248, 4.716, 5.490], [-1.572, 3.934, 7.769], [-0.434, 2.518, 7.587], [1.018, 4.423, 6.781], [-4.859, -0.004, 4.117], [-4.360, -0.314, 0.536], [-4.643, -0.722, 2.257], [-5.423, 2.119, 2.037], [-5.675, 1.493, 0.384], [-2.693, -1.547, 0.603], [-1.551, -3.142, -0.501], [-0.180, -2.528, -1.595], [0.525, -4.861, -1.834], [2.106, -6.652, -1.120], [3.038, -6.651, 1.308], [3.642, -4.908, 3.173], [2.147, -5.695, 3.874], [2.285, -3.823, 3.847], [0.671, -2.891, 2.164], [3.189, -1.358, 1.647], [2.707, 0.795, -1.597], [1.693, 1.860, 3.364], [1.998, 2.602, -0.683], [1.711, 3.921, 0.614], [4.294, 2.395, 1.163], [4.324, 3.231, -0.430], [3.924, 4.183, 1.123], [6.549, -2.654, -5.995], [5.269, -2.775, -6.587], [4.251, -3.234, -5.708], [3.648, -2.144, -4.803], [4.545, -1.755, -3.635], [3.307, -0.935, -5.565], [6.728, -3.426, -5.241], [6.673, -1.661, -5.558], [7.296, -2.762, -6.784], [3.454, -3.609, -6.358], [4.604, -4.092, -5.122], [2.725, -2.551, -4.377], [5.372, -1.109, -3.937], [3.969, -1.213, -2.894], [4.963, -2.639, -3.146], [2.629, -1.182, -6.282], [4.134, -0.670, -6.099], [6.667, 3.884, -9.360], [6.273, 3.665, -8.017], [4.869, 3.621, -7.812], [4.217, 2.266, -8.146], [4.055, 2.018, -9.642], [4.962, 1.147, -7.557], [5.975, 4.545, -9.889], [6.762, 2.932, -9.888], [7.653, 4.352, -9.349], [4.724, 3.808, -6.743], [4.374, 4.446, -8.340], [3.213, 2.273, -7.710], [4.991, 1.737, -10.125], [3.352, 1.200, -9.816], [3.661, 2.904, -10.147], [4.980, 1.265, -6.546], [5.937, 1.256, -7.830]],
  "orbital_gap_ev": 8.2,
  "fmax_ev_per_a": 4.55,
  "energy_ev": -107517.2883
}


{
  "formula": "C41H58Cl6F10N6O8S2",
  "method": "wB97M-V/def2-TZVPD",
  "species": ["N", "H", "H", "H", "H", "C", "F", "F", "F", "S", "O", "O", "N", "S", "O", "O", "C", "F", "F", "F", "C", "C", "O", "N", "C", "H", "H", "H", "H", "H", "H", "H", "C", "C", "O", "N", "C", "H", "H", "H", "H", "H", "H", "H", "C", "C", "O", "N", "C", "H", "H", "H", "H", "H", "H", "H", "C", "C", "O", "N", "C", "H", "H", "H", "H", "H", "H", "H", "C", "Cl", "Cl", "H", "H", "C", "Cl", "Cl", "H", "H", "C", "Cl", "Cl", "H", "H", "F", "C", "C", "C", "C", "C", "C", "H", "H", "H", "H", "H", "F", "C", "C", "C", "C", "C", "C", "H", "H", "H", "H", "H", "F", "C", "C", "C", "C", "C", "C", "H", "H", "H", "H", "H", "F", "C", "C", "C", "C", "C", "C", "H", "H", "H", "H", "H"],
  "coordinates": [[-0.040, 0.075, -4.996], [-0.123, -0.077, -4.001], [-0.332, -0.819, -5.363], [0.894, 0.314, -5.296], [-0.748, 0.734, -5.288], [-2.472, -2.341, -1.529], [-2.959, -3.575, -1.481], [-2.559, -1.980, -2.806], [-3.274, -1.510, -0.839], [-0.668, -2.189, -0.983], [-0.633, -2.774, 0.342], [0.141, -2.882, -1.961], [-0.431, -0.461, -1.213], [0.254, -0.128, 0.129], [-0.601, -0.216, 1.336], [1.537, -0.867, 0.238], [0.646, 1.740, -0.075], [1.431, 1.890, -1.167], [-0.479, 2.446, -0.275], [1.348, 2.130, 1.009], [5.229, 2.895, -5.093], [4.672, 1.470, -4.965], [3.848, 1.023, -5.755], [5.265, 0.768, -3.997], [4.752, -0.568, -3.628], [5.858, 3.181, -4.250], [4.464, 3.658, -5.230], [5.783, 2.977, -6.028], [6.023, 1.171, -3.466], [4.877, -1.434, -4.277], [3.680, -0.370, -3.616], [5.071, -0.843, -2.622], [-0.908, -5.833, -6.482], [-0.141, -4.605, -7.034], [-0.674, -3.466, -6.850], [1.097, -4.749, -7.494], [1.952, -3.679, -7.905], [-0.508, -6.683, -7.033], [-1.989, -5.730, -6.579], [-0.703, -5.992, -5.423], [1.529, -5.654, -7.372], [1.435, -2.800, -8.289], [2.426, -4.129, -8.778], [2.693, -3.350, -7.176], [4.786, 5.339, 6.248], [4.847, 6.236, 5.117], [5.649, 7.176, 5.126], [3.887, 6.097, 4.161], [3.713, 6.972, 2.983], [4.603, 5.873, 7.181], [5.654, 4.685, 6.332], [3.965, 4.624, 6.194], [3.234, 5.332, 4.249], [3.701, 6.310, 2.117], [4.501, 7.696, 2.776], [2.802, 7.552, 3.128], [-4.460, 4.390, -6.646], [-4.148, 3.393, -5.554], [-3.285, 2.614, -5.765], [-4.910, 3.398, -4.426], [-4.710, 2.500, -3.262], [-5.104, 3.975, -7.422], [-3.559, 4.788, -7.112], [-5.115, 5.181, -6.281], [-5.712, 4.001, -4.309], [-3.727, 2.031, -3.222], [-5.454, 1.705, -3.207], [-4.784, 3.108, -2.361], [-3.298, -3.240, 5.145], [-3.868, -4.750, 4.346], [-4.598, -2.085, 5.484], [-2.704, -3.461, 6.031], [-2.567, -2.691, 4.552], [6.501, -0.201, 1.995], [6.626, -1.963, 2.260], [5.373, 0.551, 3.126], [7.485, 0.225, 2.192], [6.145, 0.051, 0.997], [-7.860, -3.270, 1.813], [-7.972, -5.046, 1.609], [-9.146, -2.726, 2.940], [-6.904, -3.066, 2.295], [-7.917, -2.761, 0.851], [-0.665, 8.167, 5.224], [-0.464, 6.874, 5.531], [-0.852, 5.879, 4.632], [-0.663, 4.546, 4.889], [-0.081, 4.195, 6.131], [0.216, 5.163, 7.077], [0.114, 6.541, 6.777], [-1.419, 6.164, 3.758], [-1.038, 3.772, 4.237], [0.079, 3.149, 6.345], [0.558, 4.931, 8.074], [0.425, 7.300, 7.480], [-0.574, -12.817, 1.024], [-1.011, -11.560, 0.909], [-0.567, -10.750, -0.155], [-0.977, -9.430, -0.266], [-1.930, -8.974, 0.619], [-2.437, -9.777, 1.649], [-1.997, -11.073, 1.771], [0.137, -11.109, -0.891], [-0.551, -8.824, -1.051], [-2.315, -7.975, 0.480], [-3.226, -9.431, 2.300], [-2.507, -11.690, 2.497], [-4.625, 11.014, 1.409], [-4.090, 10.131, 0.528], [-4.871, 9.200, -0.187], [-4.235, 8.112, -0.867], [-2.835, 8.035, -0.798], [-2.051, 9.015, -0.240], [-2.670, 10.058, 0.513], [-5.920, 9.450, -0.240], [-4.780, 7.390, -1.458], [-2.270, 7.261, -1.298], [-0.977, 8.909, -0.210], [-2.023, 10.687, 1.106], [5.350, -7.412, 5.299], [4.124, -7.011, 4.900], [3.239, -8.004, 4.582], [1.938, -7.645, 4.241], [1.608, -6.283, 4.195], [2.515, -5.285, 4.508], [3.807, -5.675, 4.849], [3.521, -9.044, 4.517], [1.167, -8.361, 3.998], [0.629, -5.973, 3.860], [2.321, -4.223, 4.521], [4.540, -4.926, 5.110]],
  "orbital_gap_ev": 8.2,
  "fmax_ev_per_a": 5.05,
  "energy_ev": -192754.7586
}


{
  "formula": "C41H59LiN9O4SSbSi",
  "method": "wB97M-V/def2-TZVPD",
  "species": ["Li", "C", "N", "C", "N", "C", "N", "C", "C", "C", "C", "C", "C", "C", "N", "N", "C", "O", "C", "C", "C", "C", "C", "C", "N", "C", "N", "C", "N", "C", "H", "H", "H", "H", "H", "H", "H", "H", "H", "H", "H", "H", "H", "H", "H", "H", "C", "Sb", "C", "C", "H", "H", "H", "H", "H", "H", "H", "H", "H", "C", "C", "C", "C", "O", "Si", "S", "O", "C", "C", "C", "C", "O", "C", "C", "C", "C", "H", "H", "H", "H", "H", "H", "H", "H", "H", "H", "H", "H", "H", "H", "H", "H", "H", "H", "H", "H", "H", "H", "H", "H", "H", "H", "H", "N", "C", "C", "C", "C", "C", "C", "H", "H", "H", "H", "H", "H", "H"],
  "coordinates": [[10.629, 10.097, 13.055], [15.208, 12.803, 12.179], [14.236, 11.735, 12.056], [13.145, 11.593, 12.768], [12.428, 10.624, 12.270], [13.118, 10.276, 11.160], [14.260, 10.901, 11.028], [15.159, 13.638, 10.886], [16.282, 13.770, 10.079], [16.174, 14.650, 8.966], [14.991, 15.216, 8.570], [13.849, 14.957, 9.333], [13.947, 14.222, 10.511], [12.547, 15.555, 8.944], [12.320, 16.384, 7.986], [10.924, 16.629, 8.035], [10.436, 15.938, 8.980], [11.380, 15.220, 9.615], [9.072, 15.799, 9.336], [8.136, 16.584, 8.678], [6.836, 16.466, 9.029], [6.411, 15.514, 9.957], [7.357, 14.696, 10.558], [6.943, 13.678, 11.502], [7.619, 12.433, 11.296], [8.498, 11.887, 12.125], [9.038, 10.795, 11.620], [8.374, 10.713, 10.406], [7.545, 11.706, 10.183], [8.693, 14.871, 10.270], [16.189, 12.370, 12.352], [14.871, 13.386, 13.070], [12.898, 12.113, 13.651], [12.845, 9.498, 10.553], [17.276, 13.470, 10.397], [17.066, 14.725, 8.285], [15.014, 15.874, 7.705], [13.067, 14.124, 11.100], [8.400, 17.304, 7.954], [6.114, 17.057, 8.500], [5.366, 15.493, 10.291], [5.877, 13.577, 11.361], [6.987, 14.084, 12.532], [8.772, 12.358, 13.049], [8.616, 10.010, 9.640], [9.402, 14.189, 10.667], [11.555, 17.139, 12.764], [10.848, 15.202, 13.284], [9.238, 16.137, 14.357], [12.086, 14.859, 15.031], [11.835, 17.768, 13.549], [10.757, 17.623, 12.210], [12.352, 17.114, 11.985], [9.566, 17.117, 14.773], [8.802, 15.404, 15.075], [8.471, 16.325, 13.613], [11.931, 15.708, 15.742], [13.141, 14.871, 14.773], [11.847, 13.934, 15.578], [8.508, 7.526, 17.887], [10.031, 7.747, 17.744], [10.704, 8.035, 19.084], [10.768, 6.576, 17.064], [10.179, 8.803, 16.803], [10.766, 10.296, 16.920], [10.344, 11.446, 15.174], [12.321, 10.271, 17.422], [13.569, 10.147, 16.767], [14.519, 9.444, 17.748], [14.101, 11.531, 16.491], [13.465, 9.361, 15.445], [9.968, 10.942, 18.243], [10.172, 12.187, 19.010], [8.874, 12.992, 18.916], [10.441, 11.757, 20.403], [11.308, 13.008, 18.525], [8.372, 6.967, 18.811], [8.160, 6.974, 17.052], [8.062, 8.554, 17.984], [10.825, 7.160, 19.712], [10.071, 8.788, 19.608], [11.745, 8.338, 18.954], [10.841, 5.678, 17.743], [11.815, 6.897, 16.969], [10.434, 6.248, 16.029], [14.588, 10.089, 18.638], [15.522, 9.293, 17.332], [14.122, 8.441, 18.076], [14.212, 12.071, 17.447], [13.348, 12.119, 15.969], [15.065, 11.424, 16.027], [13.408, 8.243, 15.639], [14.375, 9.397, 14.896], [12.700, 9.787, 14.795], [8.008, 12.393, 19.311], [8.560, 13.243, 17.868], [8.945, 13.881, 19.551], [9.526, 11.313, 20.766], [10.779, 12.563, 21.038], [11.187, 10.948, 20.429], [11.134, 13.254, 17.460], [12.249, 12.527, 18.606], [11.327, 14.023, 19.015], [9.784, 8.076, 13.600], [8.427, 8.323, 13.307], [7.667, 9.073, 14.208], [6.372, 9.422, 13.877], [5.789, 8.956, 12.723], [6.499, 8.058, 11.878], [7.753, 7.707, 12.217], [9.962, 7.995, 14.598], [10.168, 7.283, 13.076], [8.124, 9.548, 15.037], [5.854, 10.126, 14.492], [4.829, 9.341, 12.375], [5.960, 7.561, 11.074], [8.303, 6.947, 11.565]],
  "orbital_gap_ev": 7.5,
  "fmax_ev_per_a": 3.24,
  "energy_ev": -90536.6674
}


{
  "formula": "C41H59N6O3P4SiV",
  "method": "wB97M-V/def2-TZVPD",
  "species": ["V", "N", "P", "C", "C", "C", "C", "C", "C", "C", "C", "C", "C", "C", "C", "P", "C", "C", "C", "C", "C", "C", "C", "C", "C", "C", "C", "C", "H", "H", "H", "H", "H", "H", "H", "H", "H", "H", "H", "H", "H", "H", "H", "H", "H", "H", "H", "H", "H", "C", "N", "C", "P", "O", "O", "P", "O", "N", "C", "C", "N", "C", "C", "N", "C", "C", "H", "H", "H", "H", "H", "H", "H", "H", "H", "H", "H", "H", "H", "H", "H", "H", "H", "H", "H", "H", "H", "H", "H", "H", "C", "Si", "C", "C", "N", "C", "C", "C", "C", "C", "C", "H", "H", "H", "H", "H", "H", "H", "H", "H", "H", "H", "H", "H", "H"],
  "coordinates": [[0.418, -0.205, -0.327], [3.143, 0.447, 0.985], [2.760, -0.856, -0.073], [2.997, -2.359, 0.904], [3.983, -2.412, 1.884], [4.232, -3.613, 2.530], [3.514, -4.753, 2.189], [2.537, -4.698, 1.205], [2.271, -3.499, 0.563], [4.131, -0.959, -1.246], [4.153, -2.088, -2.069], [5.219, -2.301, -2.925], [6.274, -1.397, -2.954], [6.267, -0.292, -2.116], [5.195, -0.061, -1.266], [1.554, 1.023, 1.388], [1.836, 2.408, 2.503], [3.132, 2.786, 2.851], [3.312, 3.796, 3.782], [2.214, 4.428, 4.351], [0.925, 4.048, 3.999], [0.729, 3.041, 3.071], [1.091, -0.373, 2.487], [0.229, -1.378, 2.053], [-0.069, -2.469, 2.845], [0.525, -2.568, 4.096], [1.401, -1.584, 4.537], [1.680, -0.483, 3.743], [3.729, 1.155, 0.547], [4.556, -1.527, 2.130], [4.996, -3.664, 3.294], [3.721, -5.689, 2.691], [1.987, -5.591, 0.938], [1.510, -3.452, -0.212], [3.352, -2.813, -2.006], [5.237, -3.178, -3.558], [7.113, -1.563, -3.617], [7.101, 0.397, -2.114], [5.220, 0.804, -0.615], [3.996, 2.290, 2.430], [4.314, 4.091, 4.061], [2.366, 5.216, 5.076], [0.076, 4.546, 4.447], [-0.269, 2.728, 2.793], [-0.253, -1.301, 1.068], [-0.753, -3.236, 2.505], [0.298, -3.416, 4.728], [1.870, -1.669, 5.508], [2.354, 0.288, 4.093], [-5.774, 1.620, -1.789], [-4.402, 1.327, -2.190], [-4.138, 1.399, -3.625], [-3.458, 0.357, -1.242], [-2.065, 0.234, -1.711], [-3.569, 1.041, 0.212], [-2.402, 1.693, 1.141], [-1.129, 0.938, 0.895], [-2.940, 1.545, 2.662], [-4.270, 2.053, 3.012], [-2.334, 0.672, 3.662], [-2.403, 3.283, 0.773], [-2.458, 3.764, -0.608], [-2.368, 4.350, 1.771], [-4.150, -1.136, -0.950], [-4.222, -1.989, -2.139], [-5.276, -1.304, -0.031], [-6.017, 2.655, -2.040], [-5.892, 1.491, -0.715], [-6.492, 0.979, -2.310], [-4.286, 2.422, -3.979], [-4.813, 0.751, -4.191], [-3.110, 1.106, -3.826], [-4.655, 2.688, 2.216], [-4.213, 2.634, 3.934], [-4.966, 1.227, 3.169], [-1.336, 0.376, 3.352], [-2.939, -0.224, 3.821], [-2.262, 1.207, 4.611], [-1.649, 4.477, -0.780], [-3.407, 4.269, -0.798], [-2.345, 2.943, -1.309], [-2.439, 3.942, 2.776], [-3.204, 5.033, 1.609], [-1.441, 4.922, 1.689], [-3.350, -1.818, -2.771], [-5.128, -1.805, -2.725], [-4.233, -3.037, -1.833], [-5.184, -0.609, 0.799], [-5.264, -2.322, 0.363], [-6.241, -1.152, -0.524], [1.945, 2.054, -2.204], [1.071, 0.811, -3.335], [2.297, 0.022, -4.513], [-0.430, 1.547, -4.165], [0.463, -0.336, -2.039], [0.085, -1.670, -2.186], [0.851, -2.588, -2.925], [0.549, -3.932, -2.903], [-0.514, -4.406, -2.131], [-1.293, -3.515, -1.418], [-1.020, -2.150, -1.448], [2.182, 2.957, -2.767], [2.886, 1.650, -1.821], [1.304, 2.354, -1.363], [2.683, 0.826, -5.147], [1.841, -0.711, -5.179], [3.152, -0.432, -4.010], [-0.131, 2.077, -5.071], [-0.923, 2.253, -3.497], [-1.153, 0.778, -4.439], [1.677, -2.230, -3.520], [1.148, -4.619, -3.485], [-0.745, -5.463, -2.122], [-2.149, -3.874, -0.862], [-1.730, -1.450, -1.009]],
  "multiplicity": 2,
  "orbital_gap_ev": [5.7, 6.4],
  "fmax_ev_per_a": 1.78,
  "s2": 0.859,
  "charge": 3,
  "energy_ev": -129260.7594
}